{
  "formula": "C39H37F9OP2Pt",
  "method": "wB97M-V/def2-TZVPD",
  "elements": ["Pt", "C", "C", "C", "C", "C", "C", "C", "C", "C", "H", "H", "H", "H", "H", "H", "H", "H", "H", "H", "H", "H", "H", "H", "H", "P", "P", "C", "C", "C", "C", "C", "C", "C", "C", "C", "C", "C", "C", "C", "C", "C", "C", "C", "C", "C", "C", "C", "C", "C", "C", "C", "C", "H", "H", "H", "H", "H", "H", "H", "H", "H", "H", "H", "H", "H", "H", "H", "H", "H", "H", "H", "H", "H", "H", "F", "C", "F", "F", "C", "O", "C", "F", "F", "F", "C", "F", "F", "F"],
  "positions_angstrom": [[0.557, 0.011, 1.359], [-2.216, -0.360, 4.416], [-2.002, -0.212, 3.004], [-2.735, 0.776, 2.197], [-1.976, 2.000, 1.595], [-0.648, 2.169, 2.309], [-0.518, 2.022, 3.692], [-1.610, 2.010, 4.692], [-2.106, 0.688, 5.249], [1.480, -0.244, 3.168], [-2.667, -1.350, 4.734], [-2.082, -1.205, 2.502], [-3.626, 1.126, 2.728], [-3.153, 0.222, 1.324], [-1.873, 1.871, 0.497], [-2.606, 2.907, 1.725], [-0.007, 2.882, 1.774], [0.511, 1.905, 4.056], [-2.506, 2.532, 4.307], [-1.145, 2.554, 5.537], [-0.494, 0.422, 6.438], [-2.538, 0.714, 6.277], [0.827, -0.546, 4.074], [2.000, 0.647, 3.577], [2.299, -0.992, 3.023], [-0.149, -1.764, -3.869], [1.546, 0.422, -4.094], [-1.010, -0.293, -4.452], [-0.161, 0.754, -4.616], [-0.686, -3.081, -5.041], [-1.858, -2.912, -5.798], [-2.266, -3.910, -6.684], [-1.481, -5.072, -6.818], [-0.294, -5.248, -6.069], [0.109, -4.244, -5.192], [-1.051, -2.135, -2.320], [-0.707, -1.360, -1.189], [-1.342, -1.568, 0.007], [-2.427, -2.459, 0.097], [-2.751, -3.237, -1.021], [-2.057, -3.101, -2.226], [2.423, 0.938, -5.663], [2.319, 0.096, -6.793], [2.836, 0.519, -8.017], [3.472, 1.769, -8.106], [3.618, 2.585, -6.975], [3.111, 2.156, -5.747], [1.827, 1.842, -2.968], [3.045, 1.918, -2.269], [3.346, 3.065, -1.532], [2.436, 4.130, -1.452], [1.219, 4.023, -2.115], [0.889, 2.885, -2.850], [-2.074, -0.297, -4.673], [-0.371, 1.696, -5.130], [-2.458, -2.019, -5.700], [-3.190, -3.788, -7.271], [-1.791, -5.854, -7.516], [0.307, -6.165, -6.179], [1.021, -4.351, -4.616], [0.101, -0.626, -1.233], [-0.964, -1.031, 0.938], [-2.982, -2.556, 1.030], [-3.543, -3.975, -0.969], [-2.278, -3.734, -3.085], [1.811, -0.870, -6.717], [2.748, -0.117, -8.904], [3.878, 2.105, -9.063], [4.126, 3.552, -7.036], [3.226, 2.787, -4.863], [3.744, 1.091, -2.348], [4.297, 3.117, -1.016], [2.693, 5.022, -0.873], [0.507, 4.853, -2.063], [-0.067, 2.834, -3.355], [-1.955, 0.352, 8.526], [-0.969, -0.494, 8.925], [-0.861, -0.407, 10.291], [-1.311, -1.762, 8.602], [0.372, -0.111, 8.216], [0.235, -0.203, 6.802], [0.767, 1.366, 8.578], [0.955, 1.591, 9.910], [1.893, 1.763, 7.941], [-0.207, 2.224, 8.184], [1.538, -1.075, 8.506], [1.940, -1.114, 9.817], [1.151, -2.318, 8.147], [2.591, -0.753, 7.714]],
  "forces_ev_per_angstrom": [[0.83, 0.22, 0.50], [-0.62, -0.81, 0.20], [-1.10, -2.79, 0.05], [-0.98, 0.91, -1.84], [-0.37, 0.04, 0.66], [-0.91, 1.62, 1.83], [0.67, 0.14, -3.06], [-0.21, -0.27, 0.87], [-0.57, 0.45, 0.49], [0.88, -0.95, 1.64], [0.97, 1.15, -0.08], [0.61, 0.70, 0.57], [0.18, 0.05, 0.22], [0.20, 0.31, 0.53], [0.31, 0.08, 0.65], [0.29, -0.34, -0.09], [0.79, -1.15, 0.10], [-0.52, 0.73, 0.10], [0.46, 0.20, 0.29], [-0.70, 0.23, -0.26], [1.31, -1.41, 0.86], [0.45, -0.28, -0.91], [0.62, 0.15, -1.79], [-0.20, -0.09, -0.72], [-0.73, 0.36, 0.34], [0.04, -1.90, 0.34], [1.57, 0.75, -0.12], [0.80, 1.06, -0.18], [-0.60, -1.03, -0.39], [-0.47, 0.08, -0.05], [0.38, -0.84, -0.15], [0.40, -0.48, -0.12], [0.14, 0.13, 0.23], [-0.56, 0.15, -0.35], [-0.78, 0.51, -0.09], [-0.40, 0.28, -0.10], [0.19, -0.46, -0.72], [-0.51, -0.06, 0.66], [0.42, -0.03, -0.24], [0.05, 0.11, 0.18], [0.34, 0.41, 0.52], [-0.25, 0.24, 0.24], [0.02, 0.48, 0.21], [0.20, 0.34, 0.19], [0.06, 0.01, 0.08], [-0.01, -0.46, -0.12], [-0.14, -0.10, -0.39], [-0.28, 0.53, -0.30], [-0.60, 0.49, -0.19], [-0.25, -0.07, -0.01], [0.41, -0.49, -0.09], [-0.40, 0.25, 0.17], [0.93, 0.07, 0.29], [0.12, 0.31, -0.10], [-0.40, -0.24, 0.30], [0.00, -0.04, 0.04], [0.55, -0.11, 0.30], [0.08, 0.25, 0.24], [-0.39, 0.57, 0.02], [-0.02, 0.06, 0.02], [0.01, -0.17, -0.23], [-1.10, -0.77, -0.83], [0.16, -0.11, -0.24], [-0.02, 0.11, 0.15], [-0.07, 0.17, 0.24], [0.12, 0.31, 0.02], [0.04, 0.26, 0.36], [-0.17, -0.13, 0.29], [-0.15, -0.36, -0.09], [-0.10, -0.18, -0.28], [0.03, 0.12, 0.07], [-0.02, 0.07, 0.04], [-0.15, -0.32, -0.25], [0.19, -0.28, 0.01], [0.09, 0.04, 0.04], [0.65, -0.92, 0.43], [0.10, -0.41, 0.73], [-0.23, -0.15, -1.62], [-0.07, 1.27, 0.36], [-0.14, 1.12, -1.03], [-1.22, 1.19, 0.61], [0.45, 1.22, 0.52], [-0.15, -0.55, -1.16], [-0.82, -0.57, 0.46], [0.36, -0.59, 0.04], [0.76, -1.06, -0.03], [-0.52, 0.28, -1.65], [0.43, 0.59, 0.47], [-0.72, -0.23, 1.13]],
  "lowdin_charge": [0.797, -0.110, -0.147, -0.217, -0.201, -0.219, -0.144, -0.183, -0.132, -0.362, 0.137, 0.072, 0.117, 0.106, 0.102, 0.115, 0.098, 0.083, 0.128, 0.115, 0.101, 0.112, 0.008, -0.028, -0.039, 0.950, 0.955, -0.303, -0.327, -0.383, -0.109, -0.083, -0.085, -0.086, -0.101, -0.347, -0.122, -0.151, -0.069, -0.074, -0.076, -0.350, -0.104, -0.091, -0.095, -0.086, -0.093, -0.405, -0.112, -0.083, -0.088, -0.093, -0.094, 0.068, 0.084, 0.082, 0.107, 0.099, 0.108, 0.098, 0.076, -0.023, 0.102, 0.103, 0.101, 0.099, 0.104, 0.099, 0.104, 0.096, 0.104, 0.100, 0.105, 0.104, 0.081, 0.143, -0.472, 0.148, 0.166, -0.191, 0.042, -0.486, 0.151, 0.162, 0.143, -0.492, 0.153, 0.164, 0.164],
  "spin_multiplicity": 3,
  "e_homo_ha": [-0.25831, -0.25386],
  "charge": 0,
  "total_energy_ev": -89363.756
}